A molecular structure, C11H19AgBr2Cl7F12MnO4P2 in a non-equilibrium geometry. Source: the OMol25 dataset; level of theory: ωB97M-V/def2-TZVPD.

The geometry in XYZ format:
```
59
Properties=species:S:1:pos:R:3:mulliken_spin:R:1
Ag -0.43 -0.69 -0.02 -0.039
Mn -3.62 -0.49 -0.57 4.846
P -2.83 1.09 -2.88 -0.007
F -2.30 0.61 -4.31 0.000
F -3.74 2.31 -3.47 0.000
F -4.22 0.23 -2.97 0.005
F -3.40 1.58 -1.35 0.020
F -2.13 -0.24 -2.19 0.010
F -1.56 2.02 -2.59 -0.001
P 2.23 1.84 -2.09 0.000
F 0.92 1.18 -1.19 0.001
F 2.78 2.56 -0.75 0.000
F 3.13 0.53 -1.56 0.000
F 3.59 2.43 -2.85 0.000
F 1.71 0.94 -3.28 0.000
F 1.27 3.02 -2.44 0.000
C -3.11 -4.21 -1.86 -0.001
C -3.31 -2.93 -1.23 -0.012
O -2.37 -2.40 -0.56 0.052
O -4.40 -2.28 -1.42 0.039
H -4.01 -4.85 -1.77 0.001
H -2.19 -4.73 -1.42 0.001
H -3.01 -4.08 -2.89 0.001
C -3.01 1.01 3.12 0.000
C -3.22 0.41 1.75 -0.012
O -4.30 0.06 1.31 0.039
O -2.19 0.34 0.99 0.054
H -3.57 0.51 3.93 0.001
H -3.41 2.05 3.02 0.001
H -1.92 1.11 3.30 0.001
Br -0.24 -2.50 2.45 0.000
C 1.29 -3.17 3.46 0.000
C 2.30 -3.76 2.48 0.000
Br 3.78 -4.54 3.54 0.000
H 0.91 -3.88 4.18 0.000
H 1.72 -2.27 4.00 0.000
H 2.65 -2.92 1.86 0.000
H 1.91 -4.66 2.02 0.000
C 1.85 -2.15 -2.59 0.000
Cl 1.57 -2.18 -0.80 0.000
Cl 0.37 -1.97 -3.50 0.000
Cl 2.96 -3.54 -3.18 0.000
H 2.63 -1.38 -2.65 0.000
Cl 2.33 -0.07 2.74 0.000
C 3.14 1.06 1.78 0.000
C 4.60 0.68 1.55 0.000
Cl 5.68 0.89 2.93 0.000
H 3.06 2.08 2.25 0.000
H 2.73 1.08 0.78 0.000
H 5.05 1.33 0.79 0.000
H 4.67 -0.33 1.17 0.000
Cl 0.23 3.15 2.23 0.000
C 0.24 3.65 0.49 0.000
C -0.85 4.67 0.22 0.000
Cl -0.96 5.05 -1.50 0.000
H 0.08 2.70 -0.13 0.000
H 1.25 4.07 0.36 0.000
H -0.53 5.60 0.63 0.000
H -1.76 4.38 0.71 0.000
```

Values from the calculation:
total charge	-1
HOMO energy (alpha / beta)	-0.2695 / -0.3000	Ha
HOMO-LUMO gap (alpha / beta)	9.3 / 10.1	eV
2S+1	6
LUMO energy (alpha / beta)	2.0 / 2.0	eV
⟨S²⟩	8.75

---

5 unconnected molecules or ions with the total composition C35H40O19S4 in a non-equilibrium geometry. Source: the OMol25 dataset; level of theory: ωB97M-V/def2-TZVPD.

The geometry in XYZ format:
```
98
Properties=species:S:1:pos:R:3:mulliken_charge:R:1
C 4.81 -3.02 -2.12 0.013
C 5.70 -2.24 -2.31 -0.663
C 6.83 -1.30 -2.59 -0.135
C 6.39 -0.31 -3.72 -0.717
C 6.79 1.16 -3.48 -1.152
C 6.04 1.85 -2.34 0.666
C 6.48 1.71 -1.08 -0.433
C 5.78 2.36 0.07 -0.428
O 6.34 2.55 1.13 -0.584
C 4.34 2.77 -0.16 0.314
C 3.54 2.93 0.96 -0.841
C 2.20 3.33 0.77 0.795
C 1.34 3.47 1.95 -0.807
C 0.58 3.19 2.84 -0.417
C 1.68 3.56 -0.51 -0.739
C 2.51 3.37 -1.63 0.765
C 1.87 3.59 -2.99 -1.838
C 1.06 2.36 -3.50 0.402
C 2.04 1.19 -3.72 -1.376
O 0.02 2.05 -2.57 -0.229
C -0.69 0.89 -2.96 -0.600
C -2.07 0.82 -2.32 0.500
C -3.14 0.37 -3.12 -0.455
C -4.44 0.23 -2.61 -0.766
C -4.71 0.52 -1.26 -0.222
C -3.64 0.98 -0.47 -0.317
C -2.35 1.12 -0.99 -0.631
C 3.85 2.96 -1.48 0.259
C 4.82 2.72 -2.61 0.934
O 4.72 3.20 -3.72 -0.618
H 4.07 -3.80 -2.21 0.428
H 7.68 -1.95 -2.89 0.346
H 7.10 -0.82 -1.65 0.091
H 6.90 -0.63 -4.64 0.429
H 5.30 -0.41 -3.84 0.278
H 6.53 1.71 -4.41 0.190
H 7.86 1.26 -3.27 0.472
H 7.37 1.12 -0.84 0.529
H 3.93 2.76 1.96 0.535
H -0.10 2.94 3.63 0.397
H 0.65 3.88 -0.65 0.504
H 2.56 3.86 -3.79 0.547
H 1.17 4.44 -2.89 0.493
H 0.58 2.68 -4.44 0.328
H 2.91 1.51 -4.31 0.331
H 2.37 0.83 -2.73 0.341
H 1.60 0.34 -4.27 0.533
H -0.84 0.94 -4.06 0.394
H -0.16 -0.05 -2.73 0.262
H -2.95 0.14 -4.17 0.303
H -5.23 -0.12 -3.28 0.346
H -5.72 0.38 -0.88 0.418
H -3.88 1.20 0.57 0.349
H -1.54 1.47 -0.33 0.471
C -7.55 -1.60 2.26 -0.001
C -6.14 -1.55 2.82 -0.348
O -5.64 -0.27 2.41 -0.300
S -6.85 0.79 2.36 1.130
O -6.85 1.53 3.58 -0.578
O -6.84 1.42 1.09 -0.526
O -8.06 -0.27 2.41 -0.342
H -7.54 -1.84 1.19 0.265
H -8.18 -2.31 2.78 0.084
H -5.51 -2.35 2.44 0.347
H -6.15 -1.58 3.91 0.304
C -9.92 -4.60 5.13 -0.318
C -9.21 -5.71 5.88 -0.394
O -8.04 -5.98 5.09 -0.316
S -7.54 -4.63 4.40 1.092
O -6.50 -4.08 5.19 -0.473
O -7.39 -4.86 3.01 -0.524
O -8.87 -3.76 4.64 -0.331
H -10.47 -4.99 4.27 0.296
H -10.59 -4.03 5.77 0.309
H -9.82 -6.61 5.98 0.325
H -8.89 -5.38 6.87 0.295
C -3.29 -3.73 8.33 -0.340
C -3.53 -4.80 7.29 -0.219
O -3.31 -6.03 7.98 -0.312
S -3.76 -5.88 9.51 1.096
O -5.07 -6.39 9.66 -0.531
O -2.69 -6.30 10.34 -0.524
O -3.85 -4.27 9.54 -0.320
H -2.22 -3.56 8.49 0.294
H -3.78 -2.79 8.08 0.316
H -2.85 -4.71 6.44 0.315
H -4.56 -4.79 6.93 0.233
C 9.61 4.69 -6.38 -0.319
C 8.16 4.85 -5.99 -0.178
O 7.44 4.04 -6.92 -0.282
S 8.33 2.77 -7.32 1.062
O 7.93 1.66 -6.52 -0.455
O 8.40 2.70 -8.73 -0.558
O 9.74 3.31 -6.75 -0.323
H 9.86 5.30 -7.25 0.277
H 10.29 4.92 -5.56 0.315
H 7.82 5.89 -6.05 0.338
H 7.97 4.47 -4.98 0.131
```

Values from the calculation:
total charge	0
SMILES string	C#CCCCC1=CC(=O)c2cc(C#C)cc(C[C@@H](C)OCc3ccccc3)c2C1=O.O=S1(=O)OCCO1.O=S1(=O)OCCO1.O=S1(=O)OCCO1.O=S1(=O)OCCO1
HOMO energy	-0.3288	Ha
HOMO-LUMO gap	8.0	eV
2S+1	1
LUMO energy	-1.0	eV

---

C6H10O2 in the gas phase in a non-equilibrium geometry. Source: the OMol25 dataset; level of theory: ωB97M-V/def2-TZVPD.

The geometry in XYZ format:
```
18
Properties=species:S:1:pos:R:3:mulliken_charge:R:1
C 0.91 1.80 -1.34 -1.003
C 1.12 1.33 0.12 -0.856
C 0.19 0.16 0.51 1.390
C 0.53 -1.08 -0.29 -0.758
C -1.61 -0.89 -0.44 -0.389
C -1.27 0.23 0.19 -0.618
H 1.59 2.57 -1.59 0.409
H -0.10 2.20 -1.54 0.262
H 1.03 0.84 -1.93 0.278
H 0.90 2.14 0.84 0.367
H 2.16 0.92 0.30 0.255
H -0.09 0.50 2.38 0.371
H 1.00 -0.73 -1.23 0.227
H 1.24 -1.76 0.27 0.303
H -2.61 -1.03 -0.89 0.384
H -1.93 1.09 0.53 0.351
O 0.35 -0.21 1.92 -0.589
O -0.67 -1.79 -0.63 -0.384
```

Values from the calculation:
total charge	0
SMILES string	CC[C@@]1(O)C=COC1
HOMO energy	-0.3233	Ha
HOMO-LUMO gap	9.8	eV
2S+1	1
energy relative to the best compared isomer or geometry (same formula, charge and spin)	146.60	kJ/mol
LUMO energy	1.0	eV

---

A molecular structure, C36H34N7O6ReS in a non-equilibrium geometry. Source: the OMol25 dataset; level of theory: ωB97M-V/def2-TZVPD.

The geometry in XYZ format:
```
85
Properties=species:S:1:pos:R:3:mulliken_spin:R:1
Re 1.97 -0.15 0.37 0.851
N 5.14 2.44 1.96 0.000
C 4.45 1.48 1.36 0.010
S 3.09 1.99 0.36 -0.035
N 4.80 0.23 1.46 -0.014
N 4.04 -0.70 0.89 -0.010
C 4.50 -1.91 0.92 0.016
C 3.79 -2.97 0.26 -0.014
C 4.37 -4.24 0.11 -0.002
C 3.68 -5.21 -0.59 -0.001
C 2.44 -4.88 -1.12 0.001
C 1.95 -3.60 -0.93 0.001
N 2.59 -2.67 -0.26 0.031
H 4.85 3.39 1.87 0.000
H 5.94 2.20 2.53 0.000
H 5.45 -2.11 1.40 0.001
H 5.34 -4.43 0.54 -0.001
H 4.10 -6.19 -0.73 0.000
H 1.87 -5.61 -1.67 0.000
H 1.01 -3.31 -1.38 -0.001
C -5.13 3.69 0.52 0.000
O -3.88 3.19 0.09 0.000
C -3.44 3.54 -1.15 0.003
C -4.13 4.32 -2.07 -0.001
C -3.56 4.64 -3.29 0.001
C -2.28 4.22 -3.59 -0.001
C -1.58 3.43 -2.70 0.002
C -2.15 3.07 -1.49 -0.003
N -1.49 2.32 -0.51 0.006
C -0.55 1.35 -0.65 0.001
N -0.38 0.86 -1.89 0.034
C 0.70 0.18 -2.45 0.064
C 1.87 -0.14 -1.74 -0.071
C 2.92 -0.66 -2.51 0.043
C 2.80 -0.90 -3.87 -0.004
C 1.61 -0.65 -4.54 0.020
C 0.55 -0.11 -3.83 -0.031
O -0.68 0.19 -4.35 -0.001
C -0.92 -0.09 -5.72 0.000
N 0.12 0.90 0.39 0.028
C -0.32 1.37 1.66 0.022
C 0.32 2.40 2.32 -0.014
C -0.12 2.83 3.56 0.002
C -1.22 2.23 4.15 -0.001
C -1.89 1.21 3.49 0.002
C -1.47 0.78 2.24 -0.017
O -2.11 -0.16 1.48 -0.002
C -3.27 -0.75 2.01 0.000
H -5.26 3.31 1.54 0.000
H -5.95 3.32 -0.10 0.000
H -5.14 4.78 0.54 0.000
H -5.12 4.68 -1.84 0.000
H -4.11 5.25 -3.99 0.000
H -1.82 4.50 -4.52 0.000
H -0.56 3.14 -2.92 0.001
H -1.80 2.50 0.44 0.001
H -1.07 1.14 -2.59 -0.003
H 3.86 -0.89 -2.03 0.003
H 3.64 -1.29 -4.42 0.000
H 1.53 -0.86 -5.59 0.002
H -1.96 0.18 -5.89 0.000
H -0.80 -1.15 -5.94 0.000
H -0.27 0.50 -6.36 0.000
H 1.17 2.87 1.84 0.000
H 0.39 3.63 4.07 0.000
H -1.57 2.56 5.11 0.000
H -2.74 0.76 3.98 0.000
H -3.63 -1.44 1.25 0.000
H -4.04 0.01 2.19 0.000
H -3.07 -1.29 2.94 0.000
O -0.03 -1.85 0.57 0.055
C -0.41 -2.60 1.65 0.004
C -1.28 -3.66 1.49 -0.001
C -1.67 -4.43 2.57 0.000
C -1.20 -4.14 3.83 0.000
C -0.36 -3.05 4.01 -0.001
C 0.05 -2.28 2.93 0.002
C 0.95 -1.09 3.25 0.002
O 0.91 -0.63 4.38 0.003
O 1.74 -0.68 2.34 0.016
H -0.51 -2.15 -0.22 0.000
H -1.65 -3.88 0.49 0.000
H -2.35 -5.26 2.41 0.000
H -1.50 -4.74 4.68 0.000
H -0.01 -2.78 4.99 0.000
```

Values from the calculation:
total charge	+1
HOMO energy (alpha / beta)	-0.3785 / -0.3808	Ha
HOMO-LUMO gap (alpha / beta)	6.3 / 6.7	eV
2S+1	2
LUMO energy (alpha / beta)	-4.0 / -3.7	eV
⟨S²⟩	0.76

---

2 unconnected molecules or ions with the total composition C4H12O in a non-equilibrium geometry. Source: the OMol25 dataset; level of theory: ωB97M-V/def2-TZVPD.

The geometry in XYZ format:
```
17
Properties=species:S:1:pos:R:3:mulliken_charge:R:1
C -0.92 -3.93 -0.01 -0.456
O -0.79 -3.37 -1.27 -0.505
H -1.63 -4.81 0.07 0.213
H 0.05 -4.08 0.38 0.269
H -1.27 -3.01 0.41 0.184
H -0.23 -3.95 -1.90 0.293
C 1.09 1.45 1.04 -1.029
C 0.06 2.43 0.41 -0.217
C 0.60 3.76 -0.14 -1.035
H 1.37 1.76 2.04 0.304
H 1.92 1.41 0.34 0.308
H 0.61 0.47 1.39 0.259
H -0.82 2.56 1.09 0.270
H -0.57 1.99 -0.45 0.239
H 1.48 4.12 0.43 0.294
H 0.65 3.74 -1.22 0.302
H -0.21 4.53 -0.17 0.304
```

Values from the calculation:
total charge	0
SMILES string	CCC.CO
HOMO energy	-0.3815	Ha
HOMO-LUMO gap	11.3	eV
2S+1	1
energy relative to the best compared isomer or geometry (same formula, charge and spin)	173.89	kJ/mol
LUMO energy	0.9	eV